Entry 1:
C53H45Br3LuN2O4PSi as an isolated structure at a distorted geometry, computed with wB97M-V/def2-TZVPD.

The calculation puts the gap between HOMO and LUMO (alpha / beta) at 0.2626 / 0.2627 Ha. The HOMO energy (alpha / beta) comes out at -7.18 / -7.18 eV. The total energy comes out at -12045.54807 a.u.

Geometry as ORCA input:
```
! wB97M-V def2-TZVPD RIJCOSX def2/J DEFGRID3
* xyz 0 1
C -2.59 1.76 1.16
H -2.13 2.71 5.63
H 5.38 0.82 -0.21
O -2.17 -0.50 -0.81
C -3.13 0.29 -1.44
C -0.32 -5.43 1.42
C -0.36 2.18 2.27
C -3.00 4.85 0.69
H 3.94 -2.39 -3.78
C -3.67 1.59 3.77
Si -1.70 3.91 -0.36
C 0.73 -6.14 1.98
C 5.32 -0.99 -1.45
H 3.34 0.38 1.05
C -5.03 1.96 -2.58
C -2.42 -1.87 -0.96
H 0.24 3.38 5.36
H 2.99 -3.54 -0.63
C -2.98 -4.55 -1.31
C 2.46 -1.31 -2.69
H -2.49 4.44 -2.73
C 4.52 -2.30 -1.60
C -4.09 -0.22 -2.29
C 1.96 -5.53 2.13
H -2.08 -4.34 -3.24
H 1.42 2.77 3.27
H -1.13 3.33 -2.72
H -1.62 -1.90 -2.93
C -1.76 2.01 2.30
N 2.09 -0.12 -2.39
C 4.44 3.19 -3.34
H 3.11 -3.74 1.90
C -1.56 4.21 -2.23
C -2.06 -2.51 -2.15
C -4.36 1.10 2.70
H -3.20 -5.60 -1.43
H 5.69 -0.69 -3.61
H 1.26 -2.56 -3.89
C 3.16 3.33 -2.88
C 3.88 -1.73 -2.92
H 0.75 -0.22 6.18
H 5.14 -3.18 -1.80
H -0.09 5.67 0.16
H 6.41 -1.11 -1.34
C -0.25 -0.59 4.32
H -4.49 0.96 0.58
C 2.15 -4.22 1.75
H -4.11 1.60 4.76
C -0.12 -4.12 1.00
Br 6.82 1.75 -3.94
H 2.78 -6.08 2.57
C -4.09 2.47 -1.70
O 1.18 2.42 -1.99
O -1.24 1.19 -3.16
H -5.75 0.20 -3.56
C 1.39 -2.35 -2.83
C -1.63 2.59 4.68
H -3.41 -2.04 0.93
C 3.70 -0.33 0.31
H -0.88 5.04 -2.39
C 0.35 2.64 3.35
C -0.07 4.60 0.35
C 2.28 -1.09 3.30
N -2.21 2.16 -0.13
H -0.94 -3.57 0.56
C 5.00 1.91 -3.36
H 0.46 -1.94 -2.45
C 0.86 -0.49 5.14
C -0.31 2.93 4.54
C 3.47 -2.57 -0.59
H -4.03 4.68 0.40
P 1.22 -1.72 0.71
C 4.29 0.80 -2.98
C -3.12 1.66 -1.12
H 3.27 -1.29 2.90
C -5.03 0.61 -2.88
C -3.37 -3.91 -0.14
H 5.02 4.04 -3.67
C -2.34 -3.85 -2.31
C 1.11 -3.51 1.16
C -0.10 -0.94 3.00
Br 2.37 5.05 -2.77
Br 0.67 1.55 0.76
H 0.07 4.47 1.41
C 2.96 0.96 -2.56
H 0.80 4.21 -0.17
H -2.92 4.55 1.74
H -4.11 -1.27 -2.53
H 2.99 -0.64 5.26
H -4.13 3.51 -1.44
H 0.58 -7.16 2.30
C 4.89 -0.56 -2.88
C 4.81 -0.09 -0.38
C 1.17 -1.19 2.47
Lu -0.14 0.77 -1.75
C -2.36 2.07 3.60
H -1.24 -0.40 4.72
C -3.10 -2.56 0.03
H 1.63 -3.28 -2.32
C 2.35 2.25 -2.45
H -0.97 -1.02 2.36
H -1.29 -5.89 1.31
H -3.88 -4.46 0.63
C 2.97 -1.59 0.19
H -5.35 0.68 2.82
O -0.65 -0.05 -3.32
H -2.82 5.91 0.65
H -5.75 2.62 -3.03
C 2.12 -0.73 4.63
C -3.85 1.23 1.41
*
```

=====

Entry 2:
A 3-piece molecular cluster, C28H45IN4O3P overall at a distorted geometry, computed with wB97M-V/def2-TZVPD.

The calculation puts the gap between HOMO and LUMO at 0.2365 Ha. The HOMO energy comes out at -10.85 eV. The total energy comes out at -2177.21634 a.u.

Geometry as ORCA input:
```
! wB97M-V def2-TZVPD RIJCOSX def2/J DEFGRID3
* xyz 1 1
H 7.13 3.88 1.73
O -4.22 -4.55 0.92
C 6.35 3.25 1.31
C -3.12 -2.30 0.29
H -1.24 -4.39 2.05
C 4.20 3.03 0.24
N -5.28 -4.08 0.18
H 1.53 3.53 2.94
O -6.02 -4.94 -0.08
C -2.22 -3.84 2.06
C -2.20 1.17 -0.94
C -3.85 -1.59 -0.86
H 1.70 2.07 1.94
H -3.23 -1.46 -1.78
I -3.63 -4.37 3.64
C 0.87 -4.91 -0.16
C -3.01 -3.84 0.65
H 2.78 -2.62 -1.81
H 3.43 4.22 -2.43
H -5.50 -0.13 -0.71
N -2.45 -1.56 1.13
H 0.18 4.10 1.06
H -1.67 0.19 -0.88
C 0.96 2.66 2.52
C 1.71 6.98 -3.35
C 2.60 4.90 -2.55
H -1.55 -6.13 0.87
H -2.38 -2.02 3.14
C -4.41 -0.16 -0.45
H 5.10 4.91 0.76
C -0.16 3.13 1.51
H 1.22 3.62 -1.51
H 2.78 -2.83 -0.22
H 1.85 7.93 -3.87
H 0.93 -2.41 1.80
C 5.20 3.83 0.77
C -3.73 1.01 -1.23
H -2.35 -0.54 1.08
H 3.75 6.37 -3.60
H -0.38 7.32 -2.97
C 0.28 5.43 -2.18
H -2.16 3.17 -0.03
H 0.51 -2.79 -0.83
H -2.17 -6.70 -0.70
C 2.78 6.11 -3.21
H 7.38 1.42 1.72
H 0.55 -4.55 0.85
H -4.25 1.96 -0.91
P -0.05 -1.90 2.71
H 1.88 -5.38 -0.02
H -3.08 -4.74 -1.33
H 0.14 -2.50 4.00
O -0.48 2.14 0.53
H -1.11 3.37 2.06
C -1.57 -5.89 -0.21
C 4.34 1.65 0.24
C -1.89 2.12 0.27
H 0.55 2.10 3.38
H 3.55 1.03 -0.17
H -4.75 -2.18 -1.18
H -3.90 0.94 -2.33
H -2.40 1.81 1.22
C 5.48 1.07 0.77
H -0.77 0.11 2.46
C 0.46 6.64 -2.85
C 1.14 -3.68 -1.12
C 6.49 1.87 1.31
H -4.35 0.02 0.65
H 0.91 -4.00 -2.16
N 2.58 -3.32 -1.10
C -2.29 -4.53 -0.57
H 5.60 -0.01 0.77
C -0.12 -5.95 -0.81
H -0.69 5.17 -1.79
H 3.31 3.49 -0.18
H -1.76 1.69 -1.84
H 0.30 -6.98 -0.67
H -1.52 -3.81 -0.94
N 0.13 -0.30 2.74
C -1.81 -2.32 2.22
C 1.35 4.56 -2.03
H -0.23 -5.78 -1.91
*
```